Below is C22H42Cl3N2O3SSiSn as an isolated structure, with properties calculated with ωB97M-V/def2-TZVPD.

- ΔE to the lowest compared entry with this formula, charge and spin: 0.0 kcal/mol
- Net charge: -1
- LUMO level: 2.27 eV
- HOMO-LUMO gap: 6.34 eV

Geometry as XYZ:
```
75
Properties=species:S:1:pos:R:3:mulliken_charge:R:1
C -4.274 0.445 1.694 -1.656
C -4.301 0.705 0.208 0.700
H -3.974 1.374 2.201 0.307
H -3.525 -0.325 1.968 0.117
H -5.289 0.179 2.054 0.442
C -5.109 1.700 -0.272 0.068
C -5.892 2.658 0.535 -1.561
H -5.323 1.753 -1.318 0.529
H -5.219 3.247 1.172 0.256
H -6.654 2.220 1.198 0.315
H -6.430 3.290 -0.181 0.389
Sn -0.286 -1.023 1.214 0.916
Cl 0.334 -1.897 3.327 -0.582
Cl -1.632 -2.968 0.376 -0.575
C 1.663 -2.824 -0.555 -0.266
O 1.616 -1.706 0.071 -0.414
N 2.439 -2.993 -1.603 0.281
C 3.316 -1.923 -2.127 -0.776
C 2.243 -4.157 -2.450 -0.916
H 1.060 -3.658 -0.180 0.486
H 3.996 -1.546 -1.344 0.214
H 2.781 -1.064 -2.574 0.249
H 3.901 -2.419 -2.913 0.363
H 2.272 -5.054 -1.825 0.360
H 3.067 -4.171 -3.166 0.308
H 1.269 -4.136 -2.970 0.299
H 2.473 2.226 5.558 0.294
H 0.732 3.398 2.590 0.221
C 2.985 2.810 4.752 -0.852
C 1.811 3.543 2.640 -0.730
N 2.398 2.489 3.451 0.176
H 4.053 2.502 4.746 0.302
C 2.383 1.193 3.077 -0.270
O 1.954 0.745 2.022 -0.453
H 2.211 3.514 1.618 0.242
H 2.804 0.524 3.845 0.360
H 2.887 3.881 4.976 0.273
H 2.053 4.486 3.129 0.290
O -2.038 0.066 -0.395 -0.037
C -3.413 -0.180 -0.643 -0.209
C -3.764 0.998 -2.868 0.002
C -3.687 -0.181 -2.134 0.132
H -3.663 1.928 -2.315 0.798
C -4.043 0.971 -4.229 -1.416
H -3.601 -1.199 -0.266 0.409
C -3.852 -1.409 -2.795 -0.253
H -4.182 1.932 -4.721 0.374
C -4.261 -0.234 -4.869 -0.533
C -4.148 -1.432 -4.153 -0.643
H -3.787 -2.324 -2.178 0.299
H -4.582 -0.228 -5.892 0.415
H -4.350 -2.400 -4.627 0.370
Si -0.683 0.766 -1.136 0.678
Cl -1.258 2.247 1.015 -0.524
C -1.149 2.274 -2.117 -1.455
C -0.351 -0.698 -2.406 -0.747
C 1.146 1.172 -0.604 -1.004
H -1.609 2.183 -3.113 0.444
H -0.211 2.822 -2.301 0.472
H -1.785 2.913 -1.505 0.287
H 1.237 1.649 0.386 -0.200
H 1.380 1.908 -1.350 0.739
H 1.908 0.408 -0.692 0.205
H -1.082 -0.743 -3.239 0.423
H -0.367 -1.706 -1.946 0.019
H 0.641 -0.553 -2.862 0.229
C 5.308 -2.707 4.074 -0.815
S 5.334 -1.063 3.369 0.128
C 6.836 -1.239 2.368 -0.838
H 4.293 -3.144 3.949 0.257
H 5.531 -2.657 5.161 0.269
H 6.057 -3.365 3.574 0.260
H 7.572 -0.502 2.725 0.262
H 7.237 -2.260 2.479 0.286
H 6.590 -1.033 1.315 0.212
```

=====

Below is C22H42F24MgN4O23S8 as an isolated structure, with properties calculated with ωB97M-V/def2-TZVPD.

- ΔE to the lowest compared entry with this formula, charge and spin: 291.6 kcal/mol
- Net charge: -2
- LUMO level: -5.26 eV
- HOMO-LUMO gap: 0.99 eV

Geometry as XYZ:
```
124
Properties=species:S:1:pos:R:3:mulliken_charge:R:1
Mg -3.602 5.460 1.382 0.983
C 1.280 6.016 -12.653 0.689
F 2.550 6.183 -13.077 -0.219
F 0.849 7.251 -12.331 -0.212
F 0.416 5.550 -13.485 -0.203
S 1.377 4.818 -11.128 0.986
O 1.215 3.437 -11.570 -0.622
O 2.637 5.079 -10.506 -0.542
N -0.093 5.113 -10.154 -0.392
S 0.365 6.337 -9.235 1.061
O 1.213 7.324 -9.899 -0.550
O -0.811 6.957 -8.665 -0.651
C 1.399 5.575 -7.730 0.705
F 2.050 4.539 -8.150 -0.207
F 2.303 6.499 -7.242 -0.251
F 0.569 5.199 -6.780 -0.216
C -4.257 -2.549 -8.239 0.712
F -3.686 -3.628 -7.664 -0.226
F -5.168 -2.858 -9.100 -0.208
F -4.804 -1.801 -7.321 -0.211
S -2.948 -1.569 -9.244 1.030
O -2.656 -0.396 -8.379 -0.621
O -1.833 -2.462 -9.487 -0.548
N -3.748 -0.727 -10.590 -0.355
S -3.844 -1.893 -11.616 0.978
O -3.300 -1.579 -12.905 -0.615
O -3.712 -3.299 -11.197 -0.533
C -5.812 -1.740 -11.947 0.698
F -5.985 -0.727 -12.808 -0.227
F -6.153 -2.847 -12.568 -0.229
F -6.451 -1.561 -10.847 -0.200
C 0.686 10.026 9.878 0.681
F 0.358 9.830 11.195 -0.217
F -0.018 11.050 9.360 -0.220
F 1.977 10.398 9.867 -0.240
S 0.452 8.410 8.810 0.961
O -0.002 8.945 7.495 -0.651
O 1.731 7.710 8.868 -0.525
N -0.912 7.541 9.585 -0.450
S -0.237 6.740 10.709 1.013
O 1.012 7.117 11.378 -0.559
O -1.303 6.688 11.726 -0.667
C -0.007 5.079 9.849 0.674
F 1.250 4.808 9.520 -0.216
F -0.392 4.161 10.697 -0.221
F -0.749 4.945 8.692 -0.248
C 1.714 2.868 0.666 0.658
F 1.767 4.137 0.403 -0.204
F 1.457 2.126 -0.434 -0.194
F 2.920 2.486 1.136 -0.238
S 0.432 2.471 2.180 0.951
O 1.058 1.413 2.914 -0.531
O 0.303 3.741 2.901 -0.687
N -1.162 2.390 1.488 -0.342
S -1.247 0.897 1.012 0.931
O -2.289 0.702 0.078 -0.660
O -0.067 0.139 0.589 -0.571
C -1.859 0.081 2.688 0.675
F -3.241 0.220 2.716 -0.265
F -1.611 -1.259 2.611 -0.252
F -1.366 0.626 3.762 -0.193
C 2.863 -2.339 -4.695 -0.917
C 2.120 -3.711 -4.323 -0.196
O 2.889 -4.357 -3.307 -0.526
H 3.554 -2.077 -3.893 0.278
H 2.067 -1.604 -4.812 0.281
H 3.563 -2.568 -5.499 0.280
H 1.993 -4.333 -5.210 0.247
H 1.151 -3.481 -3.882 0.275
H 2.369 -5.012 -2.835 0.281
C 6.930 -2.942 1.542 -1.237
C 7.846 -3.908 2.299 -0.021
O 8.726 -2.984 2.946 -0.499
H 7.517 -2.421 0.786 0.322
H 6.511 -2.162 2.177 0.363
H 5.999 -3.348 1.147 0.319
H 8.343 -4.444 1.490 0.220
H 7.288 -4.530 2.998 0.242
H 8.176 -2.226 3.159 0.293
C -0.230 -8.126 1.943 -0.929
C -0.682 -8.920 0.721 -0.255
O 0.247 -8.979 -0.342 -0.522
H 0.547 -8.647 2.504 0.274
H -1.050 -8.067 2.659 0.304
H 0.201 -7.154 1.702 0.271
H -1.722 -8.836 0.405 0.325
H -0.533 -9.950 1.043 0.218
H -0.127 -9.637 -0.933 0.315
C 11.334 2.381 0.615 -0.906
C 12.603 2.629 -0.211 -0.333
O 12.942 1.578 -1.182 -0.503
H 10.471 2.145 -0.008 0.353
H 11.068 3.335 1.069 0.276
H 11.561 1.553 1.287 0.256
H 13.448 2.726 0.471 0.272
H 12.635 3.557 -0.781 0.291
H 12.065 1.457 -1.554 0.295
C -8.033 -5.408 1.686 -0.859
C -8.357 -4.654 0.455 -0.292
O -8.394 -3.276 0.750 -0.518
H -7.706 -6.423 1.461 0.305
H -8.936 -5.369 2.296 0.241
H -7.229 -4.854 2.171 0.251
H -9.339 -4.923 0.069 0.198
H -7.696 -4.752 -0.406 0.359
H -7.744 -2.851 0.184 0.316
C 2.315 -3.491 7.597 -0.939
C 3.489 -3.191 6.735 -0.179
O 4.725 -3.653 7.328 -0.541
H 2.472 -3.551 8.674 0.318
H 1.992 -4.516 7.415 0.247
H 1.505 -2.766 7.529 0.312
H 3.521 -2.114 6.568 0.236
H 3.357 -3.589 5.729 0.249
H 5.133 -3.092 7.991 0.298
C -11.807 -0.566 7.703 -0.918
C -10.827 -1.716 7.956 -0.210
O -9.599 -1.300 7.535 -0.520
H -11.762 -0.320 6.642 0.263
H -11.616 0.310 8.322 0.249
H -12.869 -0.755 7.862 0.335
H -11.086 -2.641 7.440 0.253
H -10.799 -1.982 9.012 0.238
H -9.411 -1.344 6.594 0.310
```

=====

Below is C22H42N11O4PRbSSbSe4 as an isolated structure, with properties calculated with ωB97M-V/def2-TZVPD.

- ΔE to the lowest compared entry with this formula, charge and spin: 0.0 kcal/mol
- Net charge: -2
- LUMO level: 3.25 eV
- HOMO-LUMO gap: 4.62 eV

Geometry as XYZ:
```
87
Properties=species:S:1:pos:R:3:mulliken_charge:R:1
Rb -1.243 0.016 -0.968 0.427
O 1.968 -1.098 -2.142 -0.361
N 1.969 -2.341 -2.011 -0.741
N 0.931 -2.834 -1.396 0.482
O -0.050 -2.135 -0.898 -0.097
C 0.817 -4.257 -1.409 0.093
C 1.748 -5.076 -2.047 -0.281
C 1.576 -6.449 -2.024 -0.501
C 0.479 -7.021 -1.388 -0.414
C -0.453 -6.196 -0.778 -0.701
C -0.291 -4.817 -0.786 -0.066
H 2.591 -4.627 -2.549 0.449
H 2.302 -7.080 -2.523 0.343
H 0.346 -8.096 -1.386 0.365
H -1.328 -6.621 -0.302 0.384
H -1.033 -4.157 -0.361 0.113
Se 0.976 4.143 -4.716 -0.815
Sb -1.361 3.982 -3.784 0.512
Se -2.111 1.630 -4.080 -0.713
Se -1.125 4.367 -1.335 -0.588
Se -2.919 5.554 -4.803 -0.776
C -1.136 3.845 2.520 -1.046
N -1.799 2.621 2.127 0.393
C -2.943 2.559 1.392 0.301
N -3.581 3.755 1.150 -0.554
O -3.434 1.481 1.060 -0.616
H -0.281 3.582 3.143 0.337
H -1.808 4.470 3.112 0.378
H -0.774 4.426 1.667 0.221
H -1.248 1.773 2.088 0.004
H -2.952 4.481 0.817 0.194
H -4.309 3.606 0.464 0.313
C 2.724 -2.264 4.825 -1.390
C 2.079 -2.284 3.443 -0.157
C 1.230 -1.047 3.188 -0.998
S 0.366 -1.191 1.594 0.948
O -0.156 0.197 1.319 -0.451
C -1.082 -2.153 2.160 0.237
C -2.282 -1.311 2.579 0.064
C -2.113 -0.537 3.882 -1.559
H 3.290 -3.178 5.013 0.398
H 1.965 -2.171 5.605 0.322
H 3.405 -1.417 4.925 0.298
H 1.466 -3.185 3.341 0.294
H 2.849 -2.352 2.670 0.306
H 1.852 -0.159 3.056 0.422
H 0.520 -0.863 3.994 0.352
H -0.726 -2.797 2.968 0.524
H -1.354 -2.771 1.305 -0.769
H -3.129 -1.997 2.662 0.651
H -2.551 -0.607 1.790 -0.052
H -1.820 -1.196 4.708 0.378
H -3.051 -0.052 4.152 0.370
H -1.365 0.248 3.782 0.228
N -6.724 -0.859 -3.395 -0.456
C -5.551 -0.967 -2.697 0.720
N -4.634 -0.038 -2.944 -0.255
N -5.467 -1.980 -1.869 -0.801
C -4.393 -2.259 -1.154 0.557
N -3.545 -2.646 -0.460 -0.504
H -6.958 0.042 -3.774 0.229
H -7.482 -1.402 -3.019 0.249
H -4.717 0.664 -3.667 0.192
H -3.705 -0.053 -2.558 -0.116
C 3.701 2.722 -2.590 -0.714
N 2.330 3.039 -2.107 1.242
C 2.415 4.034 -0.990 -0.290
N 3.246 3.548 0.082 0.113
C 4.568 3.243 -0.443 -0.933
N 4.562 2.266 -1.527 0.087
C 4.151 0.943 -1.037 -1.341
P 2.415 0.850 -0.361 1.155
C 1.579 1.811 -1.735 -0.465
C 2.635 2.369 0.725 -0.762
H 4.095 3.637 -3.034 0.267
H 3.606 1.958 -3.361 0.412
H 1.783 3.504 -2.951 -0.532
H 1.394 4.235 -0.672 -0.217
H 2.837 4.944 -1.420 0.266
H 5.195 2.858 0.364 0.393
H 5.006 4.170 -0.822 0.312
H 4.835 0.652 -0.236 0.483
H 4.248 0.211 -1.841 0.413
H 0.598 2.155 -1.381 -0.240
H 1.434 1.203 -2.629 0.497
H 3.250 2.095 1.588 0.444
H 1.650 2.651 1.102 0.138
```